The following is a DFT calculation (ωB97M-V/def2-TZVPD) of the molecule C5H5NO.

Calculated values
Energy above the lowest of the compared OMol25 structures with the same formula, charge and spin: 4.8719 eV
HOMO: -9.2 eV
LUMO: 0.0016 Eh
HOMO-LUMO gap: 0.3383 Ha
SMILES string: C#CC(=O)[C@H]1CN1

Each line ends with the natural charge from an NBO analysis.
CARTESIAN COORDINATES (ANGSTROEM)
C: -2.2004 -1.7198 -0.4799  -0.143
C: -1.4900 -1.0833 0.2537  -0.121
C: -0.5525 -0.2365 0.9675  0.460
O: -0.8442 0.3604 1.9891  -0.516
C: 0.7935 -0.1576 0.3505  -0.251
C: 1.1677 0.9600 -0.7048  -0.194
N: 1.5980 1.0044 0.6630  -0.545
H: -2.8223 -2.2896 -1.1309  0.239
H: 1.0588 -0.7393 -0.5409  0.284
H: 0.3442 1.5090 -1.1236  0.206
H: 2.0129 0.7681 -1.3803  0.203
H: 0.9343 1.6244 1.1365  0.377

Cartesian forces (eV/Å) of the 3 atoms listed first:
C 0.266 0.179 0.260
C -0.377 -0.429 -0.453
C 0.158 0.246 -0.233



The following is a DFT calculation (ωB97M-V/def2-TZVPD) of C8H19Cl4O7PS2 as an isolated structure.

Calculated values
HOMO: -9.6 eV
LUMO: 0.0067 Eh
HOMO-LUMO gap: 0.3592 Ha

Each line ends with the natural charge from an NBO analysis.
CARTESIAN COORDINATES (ANGSTROEM)
C: -0.5216 2.3451 1.0001  -1.006
P: -0.8496 0.6371 1.4963  1.324
O: -1.2173 -0.0378 0.0345  -1.003
O: 0.7282 0.1060 1.6587  -1.013
S: 1.0253 -0.8746 2.9746  1.789
O: 0.3063 -2.1082 2.7487  -0.936
O: 2.5663 -1.1016 2.5888  -0.712
C: 2.8821 -2.1776 1.6735  -0.078
C: 2.2374 -2.0418 0.3086  -0.448
C: 2.7196 -0.7968 -0.4427  -0.699
S: 2.3301 -0.8864 -2.1702  2.375
O: 3.3893 -0.3042 -2.9276  -0.926
O: 1.9157 -2.2084 -2.5334  -0.942
O: 1.0785 0.0928 -2.2897  -0.896
H: 0.4768 2.5067 0.5971  0.248
H: -0.6878 2.9765 1.8715  0.249
H: -1.2636 2.6046 0.2445  0.250
H: -1.9190 -0.6817 0.1982  0.507
H: 2.6401 -3.1442 2.1103  0.209
H: 3.9644 -2.1281 1.5636  0.200
H: 1.1535 -2.0394 0.3830  0.234
H: 2.4987 -2.9288 -0.2692  0.247
H: 3.7984 -0.6983 -0.3459  0.252
H: 2.2131 0.0760 -0.0471  0.269
H: 0.2963 -0.3311 -1.8921  0.519
Cl: -2.6339 0.1221 4.1968  -0.063
C: -4.1024 0.4461 5.1611  -0.394
C: -4.5388 1.8836 5.0421  -0.386
Cl: -3.3897 3.0040 5.8190  -0.060
H: -3.8989 0.1785 6.1948  0.224
H: -4.8862 -0.2054 4.7786  0.222
H: -5.4990 2.0163 5.5374  0.224
H: -4.6364 2.1807 4.0012  0.220
Cl: -1.7981 -0.1142 -6.3586  -0.071
C: -0.1041 -0.1413 -5.7938  -0.385
C: 0.6933 1.0278 -6.3075  -0.387
Cl: 0.9575 0.9442 -8.0694  -0.064
H: 0.3332 -1.0864 -6.1040  0.227
H: -0.1291 -0.1088 -4.7069  0.225
H: 1.6739 1.0265 -5.8343  0.232
H: 0.1977 1.9705 -6.0909  0.220

Cartesian forces (eV/Å) of the 3 atoms listed first:
C -0.010 -0.054 -0.279
P -0.121 -0.166 0.150
O -0.001 -0.001 -0.074



The following is a DFT calculation (ωB97M-V/def2-TZVPD) of the molecule C16H16N2O3.

Calculated values
Energy above the lowest of the compared OMol25 structures with the same formula, charge and spin: 17.4178 eV
HOMO: -7.6 eV
LUMO: -0.0344 Eh
HOMO-LUMO gap: 0.2458 Ha
SMILES string: CC(/C=C/c1ccco1)=N\NC(=O)[C@@H](O)c1ccccc1

Each line ends with the natural charge from an NBO analysis.
CARTESIAN COORDINATES (ANGSTROEM)
C: -0.3783 -3.6434 -0.9613  -0.692
C: 0.0890 -2.2918 -0.5099  0.203
C: 1.3296 -1.8488 -0.3120  -0.214
C: 1.7260 -0.6681 0.0416  -0.158
C: 3.1594 -0.1805 -0.2285  0.313
C: 4.4198 -1.0503 -0.0344  -0.294
C: 5.3905 -0.3356 0.1832  -0.253
C: 4.8174 1.2268 0.3049  0.037
O: 3.3710 0.9202 0.3470  -0.364
N: -0.7641 -1.3001 -0.1950  -0.198
N: -2.1802 -1.6426 -0.3615  -0.493
C: -3.1887 -0.9802 -0.0070  0.684
O: -4.4279 -1.0762 -0.1061  -0.632
C: -2.8521 0.1889 1.2549  0.074
O: -2.0247 -0.1887 2.1221  -0.682
C: -1.9339 1.3354 0.2089  -0.050
C: -0.6959 1.6986 0.6627  -0.234
C: 0.1359 2.5573 0.0358  -0.223
C: -0.4843 3.3788 -1.0798  -0.162
C: -1.7989 2.9215 -1.6301  -0.180
C: -2.4130 1.7184 -0.9295  -0.265
H: -1.1427 -4.2214 -0.3606  0.258
H: -0.8781 -3.3471 -1.9790  0.242
H: 0.4853 -4.2489 -1.3446  0.237
H: 2.0080 -2.9100 -0.5070  0.182
H: 1.1043 0.1256 -0.0292  0.237
H: 4.4034 -2.1524 -0.3078  0.227
H: 6.4409 -0.2480 0.1690  0.234
H: 5.2177 2.0036 0.5866  0.146
H: -2.6853 -2.3229 -0.7101  0.390
H: -3.7350 0.8168 1.3260  0.189
H: -1.8548 0.4413 2.9031  0.491
H: -0.2550 1.1628 1.7208  0.188
H: 1.1239 2.7066 0.4350  0.216
H: 0.0825 3.8699 -1.5293  0.140
H: -2.1182 3.2563 -2.5479  0.198
H: -3.4051 1.7125 -1.1106  0.206

Cartesian forces (eV/Å) of the 3 atoms listed first:
C -0.238 0.218 -2.941
C -8.327 1.521 1.472
C 6.236 -5.841 -0.564



The following is a DFT calculation (ωB97M-V/def2-TZVPD) of the molecule C4H7N3.

Calculated values
Energy above the lowest of the compared OMol25 structures with the same formula, charge and spin: 0.4337 eV
HOMO: -9.6 eV
LUMO: 0.0286 Eh
HOMO-LUMO gap: 0.3818 Ha
SMILES string: [H]/N=C(\C#N)NCC

Each line ends with the natural charge from an NBO analysis.
CARTESIAN COORDINATES (ANGSTROEM)
H: 2.5567 -1.6913 -0.6590  0.358
N: 1.6027 -1.4542 -0.4066  -0.677
C: 1.4748 -0.2066 -0.1632  0.338
C: 2.5806 0.7536 -0.2176  0.208
N: 3.4754 1.4855 -0.2743  -0.272
N: 0.2761 0.3599 0.1407  -0.577
C: -0.9438 -0.4214 0.2048  -0.229
C: -2.1111 0.3291 -0.4360  -0.613
H: 0.2602 1.3145 0.4596  0.402
H: -0.7265 -1.3416 -0.3411  0.238
H: -1.1738 -0.6986 1.2434  0.190
H: -1.8936 0.5356 -1.4881  0.214
H: -2.3107 1.2831 0.0668  0.201
H: -3.0330 -0.2585 -0.3767  0.220

Cartesian forces (eV/Å) of the 3 atoms listed first:
H -0.038 0.067 0.021
N 0.218 0.270 0.012
C -0.233 -0.258 -0.013



The following is a DFT calculation (ωB97M-V/def2-TZVPD) of a 6-piece molecular cluster, C12H39N3O6 overall.

Calculated values
Energy above the lowest of the compared OMol25 structures with the same formula, charge and spin: 0.0000 eV
Total charge: +1
HOMO (alpha / beta): -11.0 / -11.0 eV
LUMO (alpha / beta): -0.0901 / -0.2965 Eh
HOMO-LUMO gap (alpha / beta): 0.3156 / 0.1092 Ha
Spin multiplicity: 2

Each line ends with the natural charge from an NBO analysis.
CARTESIAN COORDINATES (ANGSTROEM)
O: 18.7023 -4.4727 -13.7442  -0.999
H: 19.1097 -3.8613 -13.1307  0.516
H: 19.3379 -4.5590 -14.4547  0.500
O: 21.0238 -4.5419 -15.4147  -0.968
H: 21.7128 -4.9471 -14.8880  0.483
H: 21.4913 -4.1059 -16.1271  0.497
O: 17.8011 -3.9757 -16.7631  -0.926
H: 18.4389 -4.3951 -16.1856  0.455
H: 18.1887 -4.0406 -17.6360  0.473
C: 16.3365 -8.8722 -13.0513  -0.622
C: 17.2293 -7.7383 -13.5886  -0.117
C: 16.8932 -7.4243 -15.0065  -0.052
O: 17.0504 -8.5189 -15.8682  -0.419
C: 18.3703 -9.1522 -16.0006  -0.288
N: 17.0469 -6.5865 -12.7253  -0.366
H: 16.5007 -8.8870 -11.9738  0.234
H: 16.6141 -9.8543 -13.4343  0.248
H: 15.2646 -8.6870 -13.1202  0.230
H: 18.2689 -8.0492 -13.4855  0.251
H: 17.4934 -6.6239 -15.4392  0.208
H: 15.8671 -7.0584 -15.0432  0.217
H: 19.2501 -8.5094 -16.0304  0.194
H: 18.5111 -9.8199 -16.8506  0.237
H: 18.5246 -9.8264 -15.1581  0.193
H: 17.6307 -5.8372 -13.0684  0.428
H: 16.1121 -6.2049 -12.7463  0.384
C: 21.7684 -6.5413 -10.1012  -0.607
C: 21.0023 -5.6252 -11.0282  -0.080
C: 21.4236 -4.1600 -11.0212  -0.081
O: 20.4497 -3.3661 -11.7585  -0.590
C: 20.6740 -1.9701 -11.5232  -0.258
N: 21.0234 -6.1986 -12.3317  -0.822
H: 21.5700 -7.6131 -10.1117  0.234
H: 21.5415 -6.2317 -9.0811  0.209
H: 22.8312 -6.3684 -10.2707  0.202
H: 19.9973 -5.6545 -10.6072  0.181
H: 22.4693 -4.0488 -11.3078  0.177
H: 21.4127 -3.8442 -9.9780  0.183
H: 21.7025 -1.6310 -11.3993  0.191
H: 20.1942 -1.8337 -10.5541  0.180
H: 20.1552 -1.3691 -12.2700  0.201
H: 21.8092 -5.7904 -12.8175  0.333
H: 20.2167 -5.7365 -12.7263  0.355
C: 11.5518 -1.1520 -10.5591  -0.625
C: 12.8337 -0.7679 -11.2856  -0.073
C: 14.0376 -1.6586 -10.9628  -0.073
O: 15.2125 -1.2443 -11.7018  -0.551
C: 16.3246 -2.0188 -11.4049  -0.241
N: 12.5973 -0.8262 -12.7465  -0.815
H: 11.5655 -0.7206 -9.5582  0.215
H: 11.3337 -2.2196 -10.5288  0.203
H: 10.6915 -0.6969 -11.0499  0.237
H: 13.1463 0.2584 -11.0929  0.197
H: 13.7053 -2.6664 -11.2117  0.154
H: 14.2659 -1.5910 -9.8991  0.173
H: 17.0562 -2.0511 -12.2123  0.180
H: 16.1255 -3.0658 -11.1761  0.152
H: 16.8734 -1.5633 -10.5806  0.172
H: 13.5023 -0.4778 -13.0288  0.358
H: 12.5848 -1.7662 -13.1157  0.338

Cartesian forces (eV/Å) of the 3 atoms listed first:
O -0.998 -0.707 -0.057
H 0.436 0.424 0.592
H 0.626 0.114 -0.317



The following is a DFT calculation (ωB97M-V/def2-TZVPD) of a 2-piece molecular cluster, C5H10BNO overall.

Calculated values
Energy above the lowest of the compared OMol25 structures with the same formula, charge and spin: 5.7389 eV
HOMO (alpha / beta): -7.9 / -8.5 eV
LUMO (alpha / beta): 0.0148 / 0.0110 Eh
HOMO-LUMO gap (alpha / beta): 0.3059 / 0.3246 Ha

Each line ends with the natural charge from an NBO analysis.
CARTESIAN COORDINATES (ANGSTROEM)
B: 0.8315 0.4718 0.4831  0.968
C: 0.6742 1.9091 -2.8788  -0.528
C: 1.2306 2.3291 -1.8157  -0.158
C: -0.2030 -1.2922 1.5066  -0.230
C: 1.2626 -1.1015 2.0751  -0.063
C: -1.5007 -0.3012 -0.3080  -0.380
N: -0.3763 -0.2509 0.5929  -0.745
O: 1.7866 0.0342 1.3468  -0.742
H: 1.0027 2.2745 -3.7900  0.198
H: 0.0680 0.9742 -2.8971  0.205
H: 2.0808 2.9403 -1.7554  0.163
H: -0.2570 -2.2852 1.1977  0.181
H: -0.8183 -1.3341 2.4593  0.176
H: 1.2209 -0.6970 3.1680  0.184
H: 1.8921 -1.9382 1.8782  0.188
H: -2.5101 -0.5555 0.1523  0.190
H: -1.5686 0.6539 -0.6149  0.212
H: -1.3173 -0.9534 -1.0873  0.183

Cartesian forces (eV/Å) of the 3 atoms listed first:
B 0.017 0.475 -0.625
C -1.725 -2.969 -0.320
C 0.367 -1.085 2.960



Please write out number 2 again, unchanged.
The following is a DFT calculation (ωB97M-V/def2-TZVPD) of C8H19Cl4O7PS2 as an isolated structure.

Calculated values
HOMO: -9.6 eV
LUMO: 0.0067 Eh
HOMO-LUMO gap: 0.3592 Ha

Each line ends with the natural charge from an NBO analysis.
CARTESIAN COORDINATES (ANGSTROEM)
C: -0.5216 2.3451 1.0001  -1.006
P: -0.8496 0.6371 1.4963  1.324
O: -1.2173 -0.0378 0.0345  -1.003
O: 0.7282 0.1060 1.6587  -1.013
S: 1.0253 -0.8746 2.9746  1.789
O: 0.3063 -2.1082 2.7487  -0.936
O: 2.5663 -1.1016 2.5888  -0.712
C: 2.8821 -2.1776 1.6735  -0.078
C: 2.2374 -2.0418 0.3086  -0.448
C: 2.7196 -0.7968 -0.4427  -0.699
S: 2.3301 -0.8864 -2.1702  2.375
O: 3.3893 -0.3042 -2.9276  -0.926
O: 1.9157 -2.2084 -2.5334  -0.942
O: 1.0785 0.0928 -2.2897  -0.896
H: 0.4768 2.5067 0.5971  0.248
H: -0.6878 2.9765 1.8715  0.249
H: -1.2636 2.6046 0.2445  0.250
H: -1.9190 -0.6817 0.1982  0.507
H: 2.6401 -3.1442 2.1103  0.209
H: 3.9644 -2.1281 1.5636  0.200
H: 1.1535 -2.0394 0.3830  0.234
H: 2.4987 -2.9288 -0.2692  0.247
H: 3.7984 -0.6983 -0.3459  0.252
H: 2.2131 0.0760 -0.0471  0.269
H: 0.2963 -0.3311 -1.8921  0.519
Cl: -2.6339 0.1221 4.1968  -0.063
C: -4.1024 0.4461 5.1611  -0.394
C: -4.5388 1.8836 5.0421  -0.386
Cl: -3.3897 3.0040 5.8190  -0.060
H: -3.8989 0.1785 6.1948  0.224
H: -4.8862 -0.2054 4.7786  0.222
H: -5.4990 2.0163 5.5374  0.224
H: -4.6364 2.1807 4.0012  0.220
Cl: -1.7981 -0.1142 -6.3586  -0.071
C: -0.1041 -0.1413 -5.7938  -0.385
C: 0.6933 1.0278 -6.3075  -0.387
Cl: 0.9575 0.9442 -8.0694  -0.064
H: 0.3332 -1.0864 -6.1040  0.227
H: -0.1291 -0.1088 -4.7069  0.225
H: 1.6739 1.0265 -5.8343  0.232
H: 0.1977 1.9705 -6.0909  0.220

Cartesian forces (eV/Å) of the 3 atoms listed first:
C -0.010 -0.054 -0.279
P -0.121 -0.166 0.150
O -0.001 -0.001 -0.074